Entry 1:
Computed, not measured: a cluster of 2 separate species, C2H3N2O4S in total, with ωB97M-V with the def2-TZVPD basis set.

Summary:
- highest occupied orbital energy (eV) = -5.672
- LUMO level (eV) = 3.94
- maximum force (eV Å⁻¹) = 3.2
- net charge = -1
- DFT total energy (eV) = -24128.430
- energy relative to the best compared isomer or geometry (same formula, charge and spin) (kJ/mol) = 0.0
- Kohn-Sham gap (Ha) = 0.3532

Atoms and positions in Å:
C -0.85259 1.37551 -0.74582
C -1.15310 -0.00676 -0.75294
N -0.54609 2.45214 -0.95843
N -0.51148 -1.00885 -1.24371
O 1.44169 0.49508 -0.24888
O 1.90691 0.35267 2.06702
O 0.84192 -1.52001 0.96208
O -0.43744 0.51472 1.32499
S 0.92938 0.07282 1.05110
H -2.22969 -0.17690 -0.57543
H 0.52568 -0.81815 -1.33594
H 0.08481 -1.73225 0.45598

***

Entry 2:
Computed, not measured: a cluster of 2 separate species, C2H3N2OP in total, with ωB97M-V with the def2-TZVPD basis set.

Summary:
- highest occupied orbital energy (eV) = -8.807
- LUMO level (eV) = 0.21
- maximum force (eV Å⁻¹) = 2.9
- net charge = 0
- DFT total energy (eV) = -16434.267
- energy relative to the best compared isomer or geometry (same formula, charge and spin) (kJ/mol) = 403.3
- Kohn-Sham gap (Ha) = 0.3312

Atoms and positions in Å:
C -0.48185 0.11625 -1.16490
C 1.83780 -0.75555 0.38575
N -1.12257 0.78754 -0.39300
N -1.43288 1.62867 0.41060
O 2.35459 0.14679 -0.14090
P 1.21289 -2.22662 0.79082
H -0.96837 -0.65275 -1.82471
H -1.71213 2.52619 0.05999
H 0.31252 -1.57052 1.87637

***

Entry 3:
Computed, not measured: a structure of composition C2H3N2OP, with ωB97M-V with the def2-TZVPD basis set.

Summary:
- highest occupied orbital energy (eV) = -9.896
- LUMO level (eV) = 0.47
- maximum force (eV Å⁻¹) = 3.6
- net charge = 0
- DFT total energy (eV) = -16435.957
- energy relative to the best compared isomer or geometry (same formula, charge and spin) (kJ/mol) = 240.2
- Kohn-Sham gap (Ha) = 0.3809

Atoms and positions in Å:
C 0.31723 -0.95026 -1.41983
C 0.06767 -0.02223 0.69548
N 0.84013 -1.69974 -0.45361
N 0.60573 -1.11632 0.71983
O -0.19791 0.19935 -1.08974
P -0.64180 1.14819 1.78229
H 0.52770 -1.15707 -2.41970
H -1.67017 1.24534 0.88836
H 0.15142 2.35274 1.29691

***

Entry 4:
Computed, not measured: the molecule C2H3N2OP, with ωB97M-V with the def2-TZVPD basis set.

Summary:
- highest occupied orbital energy (spin up / spin down) (eV) = -8.567 / -8.568
- LUMO level (spin up / spin down) (eV) = 0.13 / 0.13
- maximum force (eV Å⁻¹) = 5.7
- net charge = 0
- DFT total energy (eV) = -16434.860
- energy relative to the best compared isomer or geometry (same formula, charge and spin) (kJ/mol) = 346.1
- Kohn-Sham gap (spin up / spin down) (Ha) = 0.3196 / 0.3197

Atoms and positions in Å:
C 1.43905 -0.27342 -1.08747
C -0.23835 0.24923 0.21200
N 0.49531 -1.01080 -1.60117
N -0.62040 -0.93758 -1.07439
O 0.99923 0.46721 -0.03907
P -1.26273 1.09202 1.38940
H 2.45798 -0.20991 -1.40035
H -0.88928 0.30655 2.48677
H -2.38082 0.31671 1.11427

***

Entry 5:
Computed, not measured: the molecule C2H3N2P, with ωB97M-V with the def2-TZVPD basis set.

Summary:
- highest occupied orbital energy (eV) = -8.204
- LUMO level (eV) = -0.16
- maximum force (eV Å⁻¹) = 3.7
- net charge = 0
- DFT total energy (eV) = -14384.982
- energy relative to the best compared isomer or geometry (same formula, charge and spin) (kJ/mol) = 533.8
- Kohn-Sham gap (Ha) = 0.2954

Atoms and positions in Å:
C -0.88096 -1.18422 -0.06990
C -2.16163 -1.01424 -0.03012
N 0.45869 -0.96543 -0.08744
N 0.32584 0.60155 -0.01438
P -1.59399 0.72660 0.04325
H 1.07109 -1.48560 0.69990
H 0.83578 0.97950 0.76299
H -1.77210 0.82838 -1.25535

***

Entry 6:
Computed, not measured: the ion C2H3N2S2 with charge +1, with ωB97M-V with the def2-TZVPD basis set.

Summary:
- highest occupied orbital energy (eV) = -13.650
- LUMO level (eV) = -6.60
- maximum force (eV Å⁻¹) = 3.0
- net charge = +1
- DFT total energy (eV) = -26762.962
- energy relative to the best compared isomer or geometry (same formula, charge and spin) (kJ/mol) = 268.9
- Kohn-Sham gap (Ha) = 0.2592

Atoms and positions in Å:
C 0.68200 0.65658 0.48299
C -1.50124 -0.29728 0.09578
N -0.17665 -0.46811 0.34859
N 1.79288 0.53339 -0.14024
S -2.91219 -1.23711 0.06971
S -2.55544 1.01879 0.04836
H 0.27321 -1.35168 0.08871
H 2.03276 -0.30121 -0.65376
H 2.36467 1.44663 -0.34013

***

Entry 7:
Computed, not measured: the molecule C2H3N3, with ωB97M-V with the def2-TZVPD basis set.

Summary:
- highest occupied orbital energy (eV) = -9.490
- LUMO level (eV) = 0.91
- maximum force (eV Å⁻¹) = 3.0
- net charge = 0
- DFT total energy (eV) = -6589.645
- energy relative to the best compared isomer or geometry (same formula, charge and spin) (kJ/mol) = 282.7
- Kohn-Sham gap (Ha) = 0.3820

Atoms and positions in Å:
N -0.94701 0.68961 -0.12998
C -0.51835 -1.60101 -0.36308
N 0.60407 -1.26145 -0.12599
C 1.16757 -0.00699 0.09458
N 0.33319 0.96802 0.12295
H -1.51252 1.49143 0.12601
H -1.36098 -0.38251 0.03884
H 2.23404 0.10290 0.23667

***

Entry 8:
Computed, not measured: the molecule C2H3N3, with ωB97M-V with the def2-TZVPD basis set.

Summary:
- highest occupied orbital energy (eV) = -9.295
- LUMO level (eV) = 0.61
- maximum force (eV Å⁻¹) = 3.6
- net charge = 0
- DFT total energy (eV) = -6589.475
- energy relative to the best compared isomer or geometry (same formula, charge and spin) (kJ/mol) = 299.1
- Kohn-Sham gap (Ha) = 0.3639

Atoms and positions in Å:
N 0.37724 0.73573 -0.39769
C 0.84525 -0.13485 0.49422
N 0.05094 -1.10153 0.86110
N -1.30715 -0.84038 0.48517
C -1.11692 -0.09381 -0.50559
H 0.83821 1.68007 -0.38537
H 1.82515 -0.10230 0.95191
H -1.51271 -0.14293 -1.50375